C36H45BiN2O6SSe as an isolated structure, computed with ωB97M-V/def2-TZVPD.

The value obtained for the gap between HOMO and LUMO is 0.235 Eh. For the total energy, the calculation gives -135353.9065 eV. The calculation puts the energy above the lowest of the compared OMol25 structures with the same formula, charge and spin at 1.48 kcal/mol. The maximum force comes out at 0.2 eV/Å. Its LUMO energy is 3.95 eV. The total charge is -2.

Last column: Löwdin charge in e.
Geometry (Å):
Bi -2.0329 2.3531 -0.1373  1.6831
C 5.0232 1.8907 -3.4332  -0.0535
C 4.3698 0.5652 -3.0159  -0.5622
C 3.9333 -0.1680 -4.2842  -0.0764
C 5.4118 -0.3056 -2.2997  -0.0561
C 3.1932 0.8444 -2.0828  -0.1880
C 1.8885 0.4846 -2.3756  -0.0738
C 0.8610 0.7752 -1.4907  -0.4179
Se -0.9194 0.2201 -1.8914  1.1201
C -0.9477 -1.2033 -0.5940  -0.3834
C 0.0162 -2.1942 -0.6850  -0.0692
C 0.0983 -3.1989 0.2620  -0.1907
C -0.8382 -3.1641 1.3001  0.0011
C -1.8165 -2.1922 1.4286  -0.0874
C -1.8915 -1.1458 0.4512  -0.3983
O -2.7529 -0.1782 0.5330  -0.3173
C -2.8042 -2.1922 2.5968  -0.5345
C -2.5914 -3.3711 3.5503  -0.0861
C -2.6515 -0.9034 3.4228  -0.0438
C -4.2389 -2.2923 2.0552  -0.0433
C 1.1698 -4.2876 0.2288  -0.5612
C 2.0259 -4.2105 1.5015  -0.0555
C 0.5128 -5.6729 0.1507  -0.0596
C 2.1030 -4.1315 -0.9730  -0.0746
C 1.0676 1.4566 -0.2759  -0.3827
O 0.0747 1.7262 0.5365  -0.3109
C 2.4108 1.8169 0.0354  -0.0784
C 3.4094 1.5026 -0.8710  0.0077
C 2.7241 2.5362 1.3494  -0.5306
C 2.3254 1.6441 2.5367  -0.0451
C 4.2173 2.8434 1.4884  -0.0857
C 1.9673 3.8709 1.4192  -0.0320
H 5.8700 1.7086 -4.1036  0.0745
H 5.3888 2.4423 -2.5657  0.0743
H 4.2997 2.5265 -3.9464  0.0918
H 4.8027 -0.3461 -4.9233  0.0763
H 3.2100 0.4185 -4.8536  0.0858
H 3.4814 -1.1348 -4.0515  0.0815
H 6.2657 -0.5035 -2.9561  0.0748
H 4.9725 -1.2613 -2.0046  0.0807
H 5.7838 0.1827 -1.3976  0.0729
H 1.6410 -0.0332 -3.2928  0.0895
H 0.7229 -2.1432 -1.5034  0.0894
H -0.7846 -3.9418 2.0518  0.0864
H -1.6055 -3.3359 4.0205  0.0793
H -2.7005 -4.3344 3.0450  0.0784
H -3.3442 -3.3269 4.3421  0.0759
H -1.6584 -0.8575 3.8774  0.0856
H -3.3984 -0.8819 4.2234  0.0760
H -2.7817 -0.0259 2.7948  0.0653
H -4.3803 -3.2358 1.5215  0.0859
H -4.4499 -1.4775 1.3680  0.0614
H -4.9574 -2.2531 2.8810  0.0773
H 1.4176 -4.3484 2.3970  0.0724
H 2.5083 -3.2338 1.5740  0.0885
H 2.8015 -4.9837 1.4933  0.0742
H -0.1478 -5.8453 1.0026  0.0717
H 1.2720 -6.4623 0.1430  0.0738
H -0.0872 -5.7589 -0.7577  0.0859
H 2.6151 -3.1671 -0.9562  0.0803
H 1.5567 -4.2085 -1.9154  0.0847
H 2.8605 -4.9203 -0.9559  0.0769
H 4.4257 1.7892 -0.6294  0.0862
H 2.9075 0.7174 2.5281  0.0820
H 1.2691 1.3906 2.4904  0.0731
H 2.5245 2.1656 3.4789  0.0764
H 4.8250 1.9340 1.4728  0.0772
H 4.3866 3.3438 2.4451  0.0761
H 4.5683 3.5109 0.6973  0.0830
H 0.8926 3.7144 1.4420  0.0671
H 2.2016 4.4990 0.5565  0.0978
H 2.2544 4.4145 2.3249  0.0823
O 0.2851 5.1426 -2.2596  0.0688
C -0.4508 4.5623 -1.4945  -0.5517
O -0.9336 3.3639 -1.7116  -0.2981
C -0.8784 5.2182 -0.1325  -0.6050
O -0.5101 6.3418 0.1412  0.0468
O -1.6400 4.4655 0.5997  -0.2576
S -4.0298 2.7616 -2.0038  0.4704
C -5.3401 1.5484 -1.5157  -0.8412
N -5.1267 0.9135 -0.2247  0.0012
C -5.5420 1.5304 0.9142  -0.1618
C -6.5363 2.4436 0.9178  -0.1177
C -7.1813 2.7138 -0.3459  -0.1314
C -6.6794 2.2493 -1.4958  -0.1310
H -4.2945 0.3249 -0.1379  0.0626
H -5.0498 1.1896 1.8183  0.1147
H -6.8672 2.8979 1.8389  0.0777
H -8.0962 3.2962 -0.3650  0.0898
H -7.1456 2.4397 -2.4526  0.0971
N -5.3739 -0.3391 -3.3457  0.1361
C -5.3569 0.4807 -2.5397  -0.2562

Forces on the atoms, in the same order (eV/Å):
Bi 0.001 0.075 0.086
C 0.009 0.001 0.002
C 0.003 0.009 -0.006
C -0.006 -0.004 -0.013
C 0.005 -0.004 0.007
C -0.003 -0.029 -0.072
C -0.003 -0.008 0.014
C 0.013 0.054 -0.028
Se -0.003 -0.098 -0.018
C -0.015 -0.009 -0.001
C -0.019 0.007 -0.052
C 0.072 -0.032 -0.009
C -0.076 0.029 0.043
C 0.057 -0.017 -0.007
C -0.053 0.131 0.049
O 0.074 -0.071 -0.074
C -0.057 0.008 -0.006
C 0.007 -0.015 -0.004
C 0.016 -0.032 -0.001
C -0.019 -0.011 0.025
C 0.000 0.011 0.009
C -0.002 0.006 0.008
C -0.010 -0.004 0.004
C 0.000 -0.012 -0.012
C 0.004 0.022 0.052
O 0.058 0.026 -0.070
C -0.044 0.009 0.049
C 0.049 0.004 0.059
C -0.004 -0.012 -0.001
C 0.027 0.004 -0.031
C 0.029 0.021 0.022
C 0.002 0.004 0.002
H -0.006 0.004 0.001
H -0.001 -0.004 -0.001
H 0.002 -0.004 -0.001
H 0.000 -0.001 0.002
H 0.001 -0.003 0.000
H 0.002 0.008 0.001
H -0.003 0.001 0.001
H 0.000 0.005 -0.002
H -0.001 -0.002 0.001
H -0.016 0.006 -0.005
H -0.007 0.006 -0.010
H -0.008 -0.015 0.030
H 0.001 -0.016 0.000
H 0.005 0.020 -0.022
H 0.017 0.017 0.011
H -0.003 -0.006 -0.010
H 0.006 -0.012 0.016
H 0.003 0.005 -0.028
H 0.011 -0.007 0.010
H -0.015 0.004 0.001
H -0.001 -0.007 -0.004
H -0.001 -0.001 -0.001
H -0.001 -0.002 -0.001
H -0.002 0.001 0.001
H 0.008 0.001 -0.007
H -0.003 0.006 0.000
H 0.004 0.002 0.002
H 0.003 -0.008 0.004
H -0.003 0.002 0.003
H 0.000 0.003 0.004
H -0.029 -0.010 -0.017
H -0.012 0.011 0.001
H -0.032 -0.005 -0.008
H -0.006 0.000 -0.011
H -0.004 0.017 0.010
H 0.000 -0.001 0.003
H -0.004 -0.005 0.008
H -0.008 0.001 -0.004
H 0.000 -0.006 0.006
H 0.000 0.004 0.002
O -0.030 0.056 -0.043
C 0.122 -0.141 0.114
O -0.011 0.053 -0.025
C -0.205 -0.026 -0.065
O 0.052 0.004 0.029
O 0.091 0.012 0.009
S 0.028 -0.056 -0.091
C -0.095 0.036 0.104
N -0.088 -0.033 -0.056
C -0.009 0.010 0.005
C 0.035 -0.009 0.000
C -0.041 0.027 -0.021
C 0.021 -0.008 0.023
H 0.065 -0.018 0.022
H 0.003 -0.011 -0.015
H -0.006 0.002 -0.001
H 0.007 0.000 0.006
H 0.005 0.002 -0.003
N -0.073 -0.002 0.019
C 0.112 0.034 -0.027